13
Properties=species:S:1:pos:R:3:forces:R:3 method="wB97M-V/def2-TZVPD" homo_energy_ha=-0.66396 de_lowest_kcal_mol=0.00 total_charge=+2 e_tot_ev=-16324.2403 gap_ev=7.91 lumo_ev=-10.16
C -0.2816 -0.8611 -0.2076 0.4 0.7 0.0
C 1.7431 -0.2634 -1.7419 0.6 0.3 -0.5
C 0.7644 -0.9184 -1.3390 0.6 0.2 -0.4
C -0.3436 0.9010 1.5003 0.2 0.1 1.0
C -0.2657 -1.9832 -1.0683 -0.4 -1.0 -0.2
N -0.5762 -0.0890 0.6795 -0.6 -0.4 0.0
N -1.0698 1.9664 1.5863 -0.2 0.3 -0.2
I 3.2776 0.7747 -2.4090 -0.8 -0.5 0.3
H 0.4376 0.7277 2.2474 -0.1 0.2 -0.1
H 0.1120 -2.9393 -0.6955 0.1 0.2 0.1
H -1.0456 -2.1181 -1.8205 0.0 0.3 0.0
H -0.9155 2.6512 2.3267 0.1 -0.2 -0.2
H -1.8367 2.1516 0.9417 0.1 0.0 0.1